Entry 1:
A structure of composition C11H20N2O3, computed with ωB97M-V with the def2-TZVPD basis set.

Last column: Mulliken charge in e.
Positions of all 36 atoms, in Å:
C 3.091 2.006 -0.950  -1.541
C 1.804 -0.178 1.885  -0.915
N -2.941 -0.602 1.024  -0.539
H 2.247 2.546 -1.054  0.423
H 4.190 -1.893 -0.327  0.372
H -3.993 -1.180 -1.992  0.298
H -4.998 -0.918 -0.131  0.244
C 3.007 1.292 0.329  -0.546
H 1.072 -1.323 1.746  0.192
C 1.741 0.501 0.456  0.543
O -1.059 0.983 -0.623  -0.676
H -2.761 0.130 -1.759  0.271
C 2.377 -1.501 -0.398  0.184
C -3.731 0.662 0.823  -0.492
O 3.653 -1.146 -0.779  -0.453
C -1.036 -0.295 -0.587  -0.002
H 3.275 1.924 1.273  0.345
H -3.077 1.607 0.657  0.225
H 1.343 0.532 2.799  0.260
H -4.444 0.622 1.641  0.361
C 1.398 -0.323 -0.697  -0.839
N 0.105 -1.011 -0.545  -0.165
C -3.475 -0.509 -1.182  -0.937
O 2.120 -2.563 0.135  -0.561
H -4.949 0.867 -1.060  0.374
H 3.982 2.744 -0.861  0.347
H 3.158 1.276 -1.727  0.383
H -2.195 -0.616 1.726  0.260
H 1.434 0.118 -1.665  0.713
H 3.758 0.399 0.373  0.238
H 3.124 -0.291 2.028  0.245
C -4.498 0.151 -0.405  -0.408
H 0.839 1.192 0.626  0.521
H -2.309 -2.236 -0.317  0.249
H 0.181 -1.894 -0.191  0.381
C -2.434 -1.072 -0.269  0.643

---

Entry 2:
A structure of composition C12H44B2BaNO19P4, computed with ωB97M-V with the def2-TZVPD basis set.

Its net charge is -1.

Last column: Mulliken charge in e.
Positions of all 83 atoms, in Å:
Ba 0.176 0.439 -0.760  -0.843
H -2.195 -5.283 -0.301  0.303
H 0.736 2.595 -1.956  -0.860
H -1.667 -3.461 3.117  0.296
H 2.888 0.723 4.470  0.311
H 0.381 1.741 -3.511  -0.193
C -5.532 -1.803 1.248  -0.779
H -5.287 -2.599 1.944  0.312
H 0.269 -5.421 2.553  0.268
N -0.413 2.179 2.045  0.712
H 1.912 2.883 -3.398  -0.433
H -5.400 4.259 -1.299  0.336
O -2.568 4.329 -1.909  -0.416
H -4.659 2.437 1.697  0.326
O 1.087 -4.781 0.759  -0.287
H 3.688 -1.455 0.586  -0.106
H -0.057 -1.891 -3.872  -0.297
H 3.486 -1.620 2.323  0.228
C 3.070 -2.913 -1.864  -0.228
H -0.814 -2.588 1.780  -0.199
H 4.850 -2.390 1.625  0.376
O 2.499 0.811 0.585  1.524
H 4.421 3.701 -0.496  0.259
H -4.652 1.456 0.202  0.348
O -0.483 2.765 3.138  -0.703
O 5.005 1.328 0.499  -0.355
O 3.915 1.273 2.728  -0.361
H -6.418 3.081 -2.211  0.248
H 4.066 0.832 -1.308  0.035
C -1.207 4.699 -1.712  -0.338
H 1.770 -6.135 2.189  0.252
C 3.418 3.840 -0.085  -0.374
H 2.659 3.470 -0.779  -0.014
H 2.812 -1.873 -1.621  -0.187
H 3.250 4.895 0.114  0.260
H -1.142 5.760 -1.466  0.334
B 1.230 2.116 -2.853  2.305
C 1.248 -5.182 2.115  -0.757
H 1.792 1.207 -2.485  -0.655
H 2.808 -2.957 -2.920  0.367
H -0.617 4.551 -2.619  0.254
H 5.478 -0.098 -0.868  0.265
P -3.052 2.888 -1.391  -0.014
H -6.491 -1.953 0.763  0.295
O 2.260 -3.879 -1.199  -0.376
O 3.305 3.154 1.167  -0.306
O -2.073 -1.142 -0.293  0.932
O -4.409 2.639 -2.156  -0.296
H -0.280 -1.910 -1.954  -0.446
O -4.565 -1.438 0.243  -0.443
H 1.095 -0.958 -2.787  -0.136
H 4.126 -3.013 -1.601  0.285
H 1.597 -4.371 2.749  0.359
C 3.809 -2.145 1.420  -0.252
C 5.064 0.912 -0.869  -0.461
H 1.892 1.382 3.243  0.003
H -0.531 -0.341 -2.954  -0.109
H -5.560 -0.906 1.879  0.270
C -4.047 2.061 0.882  -0.462
P -3.090 -2.009 0.278  0.293
H -1.489 -1.746 3.135  0.304
P 3.598 1.579 1.206  -0.194
O 0.350 2.551 1.125  -0.363
H -1.208 -3.891 -0.274  -0.222
H 2.870 2.459 4.153  0.273
H 5.646 1.574 -1.504  0.306
H -1.949 -4.239 -1.771  0.277
H -5.291 4.213 -3.057  0.254
H -3.230 1.453 1.273  0.026
O -2.903 -2.406 1.811  -0.412
O -1.034 1.119 1.821  -0.554
C 2.894 1.475 3.680  -0.489
C -2.146 -4.268 -0.699  -0.142
C -1.670 -2.590 2.457  -0.215
O -3.264 -3.477 -0.372  -0.479
O 3.080 -3.333 1.136  -0.336
P 1.752 -3.422 0.256  -0.269
O 0.877 -2.251 0.266  0.833
C -5.464 3.600 -2.168  -0.765
O -3.496 3.127 0.089  -0.228
H -0.733 4.081 -0.947  -0.084
B 0.022 -1.318 -2.864  0.874
O -2.065 1.817 -1.595  -0.065

---

The records above give, respectively, relative energy (zero: lowest compared OMol25 entry of this formula, charge and spin) values of 138.1, 0.0 kcal per mole.